(1)
{"formula": "C21H23N3O6", "method": "ωB97M-V/def2-TZVPD", "e_tot_ev": -38906.4961, "homo_energy_ev": -7.84, "smiles": "C[C@H](NC(=O)[C@H]1CC(=O)N(c2ccc3c(c2)OCCO3)C1)C(=O)NCc1ccco1", "species": ["C", "C", "N", "C", "O", "C", "C", "C", "O", "N", "C", "C", "C", "C", "C", "C", "O", "C", "C", "O", "C", "C", "O", "N", "C", "C", "C", "C", "C", "O", "H", "H", "H", "H", "H", "H", "H", "H", "H", "H", "H", "H", "H", "H", "H", "H", "H", "H", "H", "H", "H", "H", "H"], "positions_angstrom": [[5.37802, 2.26185, 0.55140], [4.18262, 1.34214, 0.37999], [2.97378, 2.12466, 0.14930], [1.85850, 1.58109, -0.37203], [1.81177, 0.42785, -0.76084], [0.66211, 2.52168, -0.46900], [0.51614, 3.01665, -1.90827], [-0.35422, 1.95471, -2.57658], [-0.48814, 1.82544, -3.76970], [-0.96198, 1.23766, -1.59179], [-1.77945, 0.11332, -1.76182], [-1.82144, -0.57807, -2.97293], [-2.62773, -1.68720, -3.11236], [-3.39303, -2.15422, -2.05126], [-3.32513, -1.48810, -0.82766], [-2.54240, -0.34989, -0.69527], [-4.00836, -1.92586, 0.28383], [-4.50449, -3.23914, 0.14573], [-5.15612, -3.41635, -1.22505], [-4.19614, -3.25293, -2.24271], [-0.62606, 1.71581, -0.26534], [3.93153, 0.49983, 1.65160], [4.30059, 0.85122, 2.75163], [3.23926, -0.62681, 1.39856], [2.63451, -1.40393, 2.46708], [1.18253, -1.07366, 2.59194], [0.55685, 0.03488, 3.08454], [-0.82880, -0.16676, 2.87100], [-0.93993, -1.37809, 2.26112], [0.27064, -1.92998, 2.08423], [6.28813, 1.67149, 0.60437], [5.45315, 2.95352, -0.28408], [5.28241, 2.81710, 1.48194], [4.31032, 0.67655, -0.48004], [2.95204, 3.04440, 0.56080], [0.75586, 3.33469, 0.25259], [-0.00722, 3.97395, -1.95272], [1.46187, 3.11738, -2.43886], [-1.23182, -0.23564, -3.80494], [-2.67673, -2.21922, -4.04851], [-2.55503, 0.14105, 0.26278], [-5.22565, -3.38483, 0.95146], [-3.68379, -3.96301, 0.24807], [-5.56670, -4.42034, -1.34166], [-5.95779, -2.67335, -1.34050], [-1.42707, 2.35216, 0.13070], [-0.46559, 0.87460, 0.41197], [2.82225, -0.72751, 0.47750], [2.75001, -2.46788, 2.24793], [3.16655, -1.14773, 3.38672], [1.02867, 0.87723, 3.54759], [-1.62632, 0.49477, 3.14164], [-1.79295, -1.92715, 1.91591]], "atomic_forces_ev_per_a": [[-0.20, -0.16, 0.00], [0.10, -0.06, 0.11], [0.38, 0.19, 0.15], [-0.32, 0.52, 0.14], [-0.09, -0.29, -0.30], [-0.05, -0.21, -0.06], [0.04, -0.07, -0.06], [0.21, 0.41, -0.04], [0.01, -0.03, -0.28], [0.05, 0.03, 0.24], [-0.32, -0.31, -0.07], [0.08, 0.02, -0.16], [-0.16, -0.09, 0.33], [-0.05, 0.10, 0.08], [0.05, -0.12, -0.14], [-0.05, -0.06, -0.11], [0.15, 0.39, -0.09], [-0.22, -0.45, -0.32], [-0.15, 0.06, 0.52], [0.32, 0.08, -0.17], [0.07, 0.01, 0.30], [0.13, -0.06, -0.65], [0.09, 0.23, 0.41], [-0.06, -0.51, -0.11], [-0.10, 0.00, -0.05], [0.24, 0.73, 0.48], [0.40, -0.47, -0.15], [-0.21, -0.48, -0.23], [-0.58, 0.66, 0.28], [0.31, -0.39, -0.16], [0.09, 0.00, 0.04], [0.01, 0.02, -0.10], [0.04, 0.05, 0.06], [-0.02, 0.09, 0.12], [-0.15, -0.04, -0.05], [-0.02, -0.05, -0.02], [0.00, -0.01, -0.02], [-0.06, 0.01, -0.05], [0.01, 0.02, -0.03], [0.00, -0.06, -0.14], [0.06, 0.09, 0.13], [0.05, -0.04, -0.09], [-0.09, 0.07, 0.03], [0.00, 0.09, 0.06], [0.06, -0.09, -0.01], [0.05, -0.06, 0.06], [-0.06, 0.08, -0.04], [0.14, 0.18, 0.10], [0.03, 0.07, 0.13], [-0.11, -0.14, -0.12], [0.19, 0.16, 0.12], [-0.24, 0.08, 0.03], [-0.08, -0.17, -0.11]]}

---

(2)
{"formula": "C21H23N3O6P", "method": "ωB97M-V/def2-TZVPD", "total_charge": 1, "e_tot_ev": -48182.6926, "homo_energy_ev": -11.65, "species": ["C", "C", "C", "C", "O", "O", "C", "C", "N", "C", "P", "C", "C", "H", "H", "H", "H", "H", "H", "H", "H", "H", "H", "H", "H", "H", "C", "C", "C", "C", "C", "C", "N", "O", "O", "H", "H", "H", "H", "H", "C", "C", "C", "C", "C", "C", "N", "O", "O", "H", "H", "H", "H", "H"], "positions_angstrom": [[2.45899, 0.49190, 4.00090], [1.71121, -0.78753, 4.23464], [2.39306, -1.97970, 4.49789], [3.89133, -2.03523, 4.64592], [4.46286, -1.42792, 5.47736], [4.50958, -2.90794, 3.84251], [1.70530, -3.18508, 4.66960], [0.32939, -3.16987, 4.60256], [-0.30482, -2.01505, 4.35654], [0.30802, -0.82696, 4.15783], [-0.91396, 0.50778, 3.81358], [-0.26219, 2.11759, 4.35869], [-0.99001, 0.57517, 1.98077], [3.52327, 0.32826, 4.09003], [2.20290, 1.24533, 4.73333], [2.25214, 0.86690, 3.00233], [3.95442, -3.11868, 3.08024], [2.23072, -4.10366, 4.86327], [-0.25796, -4.06080, 4.74806], [-1.32157, -2.02055, 4.32650], [-1.04240, 2.82745, 4.09692], [0.64336, 2.44596, 3.86292], [-0.15460, 2.12928, 5.43741], [-0.31963, 1.34113, 1.60800], [-1.99548, 0.73813, 1.62854], [-0.61954, -0.37177, 1.59831], [3.23845, 0.88080, -3.64178], [2.42500, -0.23025, -3.45909], [1.31918, -0.15176, -2.63086], [1.04283, 1.04751, -1.99771], [1.84424, 2.16326, -2.16396], [2.94982, 2.07378, -2.99263], [-0.14223, 1.14528, -1.14377], [-0.82654, 0.14709, -0.99566], [-0.38583, 2.21732, -0.62275], [4.09695, 0.81807, -4.29685], [2.64851, -1.15662, -3.96929], [0.68079, -1.01164, -2.49271], [1.61025, 3.09089, -1.66327], [3.58251, 2.93798, -3.13784], [-5.44604, -0.38316, -4.11614], [-4.53773, 0.19956, -3.24179], [-3.29453, 0.60459, -3.69909], [-2.98351, 0.41892, -5.03371], [-3.87178, -0.16329, -5.91899], [-5.11196, -0.56675, -5.45138], [-1.67152, 0.86178, -5.53194], [-0.89739, 1.35399, -4.73150], [-1.43633, 0.71136, -6.71145], [-6.41827, -0.69305, -3.75651], [-4.79939, 0.34253, -2.20248], [-2.58477, 1.05880, -3.02443], [-3.60578, -0.29961, -6.95650], [-5.81932, -1.02150, -6.13060]], "atomic_forces_ev_per_a": [[0.12, -0.28, -0.07], [-0.13, -0.04, 0.13], [-0.44, -0.21, -0.10], [-0.41, -0.49, -0.45], [0.54, 0.69, 0.91], [0.07, 0.00, -0.37], [-0.48, 0.50, -0.11], [0.55, -0.14, 0.02], [0.20, -0.18, 0.07], [0.71, 0.16, -0.25], [-1.33, 0.00, 0.38], [0.20, -0.17, -0.29], [1.03, -0.24, 0.45], [0.19, 0.00, -0.05], [-0.12, 0.12, 0.10], [-0.10, 0.15, -0.08], [0.07, -0.21, -0.01], [0.04, -0.16, 0.06], [-0.23, 0.02, -0.02], [-0.02, 0.15, 0.02], [-0.21, 0.06, 0.02], [0.12, 0.04, 0.00], [0.09, 0.03, 0.15], [-0.06, 0.22, -0.16], [-0.23, 0.10, -0.01], [-0.18, -0.17, -0.20], [-0.02, 0.00, 0.01], [0.07, 0.10, 0.01], [-0.06, -0.20, -0.04], [0.19, -0.03, -0.15], [0.03, 0.20, 0.04], [0.01, -0.10, -0.03], [-0.01, 0.00, -0.13], [0.00, 0.02, 0.00], [0.00, 0.00, 0.01], [0.00, 0.00, 0.00], [-0.01, -0.01, 0.00], [-0.09, 0.08, 0.04], [-0.10, -0.04, 0.02], [-0.01, 0.02, 0.00], [0.02, 0.00, 0.00], [-0.05, -0.05, -0.09], [0.02, 0.05, 0.17], [-0.14, -0.03, 0.06], [-0.08, -0.07, -0.16], [0.00, 0.02, 0.11], [0.07, 0.01, -0.05], [0.02, -0.02, 0.09], [0.01, -0.01, 0.02], [0.00, 0.00, 0.00], [0.01, 0.01, 0.01], [0.06, 0.02, -0.08], [0.09, 0.05, 0.02], [0.01, 0.00, -0.02]]}

---

(3)
{"formula": "C21H23N5O4", "method": "ωB97M-V/def2-TZVPD", "e_tot_ev": -37788.4468, "homo_energy_ev": -8.54, "smiles": "COc1cccc(-n2c(CN3CCN(C)CC3)nc3ccc([N+](=O)[O-])cc3c2=O)c1", "species": ["C", "O", "C", "C", "C", "C", "C", "N", "C", "C", "N", "C", "C", "N", "C", "C", "C", "N", "C", "C", "C", "C", "N", "O", "O", "C", "C", "C", "O", "C", "H", "H", "H", "H", "H", "H", "H", "H", "H", "H", "H", "H", "H", "H", "H", "H", "H", "H", "H", "H", "H", "H", "H"], "positions_angstrom": [[2.23326, 3.86675, -2.03247], [2.67008, 3.52833, -0.73833], [1.92197, 2.67004, 0.00132], [2.38741, 2.41131, 1.29248], [1.68937, 1.56714, 2.12900], [0.53225, 0.94186, 1.69409], [0.09220, 1.17451, 0.40364], [-1.11678, 0.55543, -0.04473], [-1.12202, -0.40154, -1.01311], [0.18432, -0.80733, -1.63895], [1.21416, -1.01867, -0.64570], [0.99438, -2.23314, 0.11712], [2.02516, -2.32992, 1.23504], [3.36150, -2.33825, 0.67140], [4.37146, -2.51967, 1.69027], [3.57125, -1.11721, -0.08239], [2.54959, -1.02710, -1.20901], [-2.18431, -0.98784, -1.44628], [-3.39399, -0.64757, -0.92078], [-4.55126, -1.28348, -1.39910], [-5.77718, -0.95936, -0.87838], [-5.87314, 0.00655, 0.13158], [-7.16966, 0.33434, 0.66615], [-7.22439, 1.17077, 1.54149], [-8.13015, -0.24804, 0.20645], [-4.75068, 0.64778, 0.62073], [-3.50426, 0.32233, 0.09494], [-2.29734, 0.98712, 0.58568], [-2.27038, 1.84290, 1.43901], [0.75587, 2.05553, -0.43843], [2.20005, 2.99059, -2.68892], [1.24943, 4.34575, -2.01284], [2.96810, 4.57255, -2.41594], [3.29197, 2.90105, 1.61595], [2.04726, 1.39286, 3.13247], [-0.02312, 0.28528, 2.34443], [-0.01647, -1.69978, -2.25461], [0.50906, -0.00552, -2.30884], [-0.01125, -2.20445, 0.54395], [1.07409, -3.12577, -0.52702], [1.87354, -3.26011, 1.78768], [1.88792, -1.47960, 1.92564], [5.35091, -2.55923, 1.21625], [4.19402, -3.46414, 2.20231], [4.37336, -1.70896, 2.43569], [4.57788, -1.13725, -0.50623], [3.47340, -0.22244, 0.55799], [2.70447, -0.09683, -1.76105], [2.69264, -1.87823, -1.89605], [-4.44449, -2.02257, -2.17607], [-6.68207, -1.43286, -1.22827], [-4.82910, 1.39289, 1.39883], [0.34969, 2.25319, -1.41807]], "atomic_forces_ev_per_a": [[-0.07, 0.06, -0.20], [0.09, -0.05, 0.25], [0.02, -0.17, 0.24], [0.06, 0.15, -0.25], [-0.13, -0.03, -0.07], [-0.11, 0.10, -0.18], [0.48, 0.52, 0.49], [-0.06, 0.14, 0.25], [-0.25, -0.47, -0.44], [0.35, -0.09, 0.03], [0.02, -0.33, -0.33], [0.05, -0.01, 0.25], [-0.17, -0.15, -0.12], [-0.05, 0.01, -0.01], [-0.05, -0.02, -0.06], [-0.02, 0.00, -0.28], [0.21, 0.16, 0.13], [0.51, -0.36, -0.42], [-0.39, 0.50, 0.54], [0.06, 0.15, 0.15], [-0.15, 0.07, 0.09], [1.25, -0.17, -0.37], [-0.46, 0.15, 0.23], [-0.06, 0.18, 0.20], [-0.25, -0.11, -0.08], [-0.32, -0.01, 0.04], [-0.18, -0.40, -0.37], [-0.22, 0.15, 0.08], [-0.12, -0.01, 0.02], [-0.07, 0.08, -0.07], [-0.02, 0.02, 0.03], [0.02, -0.03, 0.00], [-0.08, -0.05, -0.02], [0.11, 0.07, 0.05], [0.04, -0.02, 0.09], [-0.08, -0.07, 0.06], [-0.04, 0.18, 0.07], [0.01, -0.02, -0.01], [-0.02, -0.06, 0.03], [-0.06, 0.00, 0.04], [-0.02, 0.04, 0.03], [0.00, -0.07, 0.01], [0.08, -0.01, 0.05], [0.05, -0.03, 0.07], [0.01, 0.03, 0.04], [-0.01, 0.04, 0.02], [0.05, -0.04, -0.05], [-0.01, 0.00, -0.03], [0.02, 0.04, -0.03], [0.00, -0.08, -0.08], [0.00, -0.02, -0.02], [-0.01, 0.01, 0.01], [-0.03, 0.03, -0.10]]}